Arrangement a

Here is a structure of composition C2HN5 from the Open Molecules 2025 dataset. Energies are from ωB97M-V with the def2-TZVPD basis set.

As for the gap between HOMO and LUMO: 11.155 eV. As for the multiplicity: 1. Its HOMO energy is -0.4056 Eh. The molar mass is 95.06 g mol⁻¹.

Positions of all 8 atoms, in Å:
C: -1.912 0.295 -0.030
C: -0.530 0.101 -0.096
H: 2.347 -1.010 -0.010
N: -3.081 -0.003 0.114
N: 0.253 1.314 -0.126
N: 1.435 0.793 0.175
N: 1.347 -0.495 0.035
N: 0.141 -0.995 -0.062

***

Arrangement b

Here is a cluster of 2 separate species, C2HN5 in total from the Open Molecules 2025 dataset. Energies are from ωB97M-V with the def2-TZVPD basis set.

As for the gap between HOMO and LUMO: 9.220 eV. As for the multiplicity: 1. Its HOMO energy is -0.4425 Eh. The molar mass is 95.06 g mol⁻¹.

Positions of all 8 atoms, in Å:
C: 0.056 2.485 -0.886
C: -0.208 1.351 -0.631
N: -0.103 -2.525 0.290
N: 0.145 -1.989 1.494
N: -0.194 -1.593 -0.571
N: 0.205 -0.723 1.384
N: 0.014 -0.498 0.113
H: 0.084 3.493 -1.193

***

Arrangement c

Here is the molecule C2HN5 from the Open Molecules 2025 dataset. Energies are from ωB97M-V with the def2-TZVPD basis set.

As for the gap between HOMO and LUMO: 11.510 eV. As for the multiplicity: 1. Its HOMO energy is -0.4273 Eh. The molar mass is 95.06 g mol⁻¹.

Positions of all 8 atoms, in Å:
C: 0.007 -0.010 -0.220
C: -0.321 0.534 0.810
N: -0.739 1.583 1.904
N: -1.786 2.397 1.738
N: -1.875 3.014 2.814
N: -0.989 2.607 3.668
N: -0.271 1.705 3.140
H: 0.250 -0.854 -0.793

***

The winner here is arrangement a, beating the second structure by 2.679 eV.

***

Arrangement a

Here is a structure of composition C20H32F3IrN5O8S3 from the Open Molecules 2025 dataset. Energies are from ωB97M-V with the def2-TZVPD basis set.

As for the gap between HOMO and LUMO (spin up / spin down): 7.582 / 6.307 eV. As for the multiplicity: 2. The net charge is +2. Its HOMO energy (spin up / spin down) is -0.5128 / -0.5133 Eh. The molar mass is 815.91 g mol⁻¹.

Positions of all 72 atoms, in Å:
Ir: 0.778 -0.979 0.677
F: 1.863 -0.181 5.516
C: 0.829 0.677 5.558
F: 1.188 1.719 6.306
F: -0.187 0.055 6.164
C: 0.446 1.119 4.167
C: 0.032 2.411 3.917
C: -0.325 2.788 2.623
C: -0.212 1.880 1.600
N: 0.205 0.626 1.845
C: 0.484 0.235 3.093
S: 0.811 -1.447 3.029
H: -0.023 3.119 4.734
H: -0.684 3.784 2.411
H: -0.498 2.136 0.598
C: 3.635 -4.159 3.169
C: 4.478 -3.436 2.125
S: 3.825 -1.795 1.842
O: 2.558 -2.104 0.982
C: 5.008 -1.122 0.659
C: 5.177 -1.942 -0.611
H: 4.034 -5.159 3.324
H: 2.600 -4.257 2.840
H: 3.650 -3.636 4.125
H: 4.483 -3.957 1.168
H: 5.504 -3.284 2.469
H: 5.939 -1.011 1.219
H: 4.619 -0.125 0.446
H: 5.786 -2.828 -0.447
H: 5.679 -1.336 -1.365
H: 4.207 -2.241 -1.010
O: 0.907 -0.926 -3.162
N: 0.078 1.090 -1.519
O: 1.110 0.834 -0.798
C: 0.835 -2.324 -3.401
C: 0.415 -3.084 -2.157
O: 1.167 -2.602 -1.016
H: 0.088 -2.479 -4.179
H: 1.793 -2.695 -3.771
H: 1.680 -0.770 -2.607
H: 0.624 -4.144 -2.299
H: -0.650 -2.970 -1.953
H: 1.529 -3.342 -0.515
C: -4.233 4.964 -0.270
C: -4.950 3.680 -0.657
S: -3.850 2.301 -0.899
O: -4.570 1.079 -0.644
O: -2.601 2.511 -0.187
C: -3.396 2.328 -2.624
C: -2.685 1.045 -3.083
N: -2.149 0.161 -2.022
C: -1.012 0.277 -1.299
N: -0.949 -0.650 -0.337
C: -2.087 -1.394 -0.424
C: -2.832 -0.892 -1.435
N: -4.090 -1.471 -1.876
O: -4.489 -2.380 -1.193
O: -4.615 -1.030 -2.875
C: 0.217 2.113 -2.548
H: -4.972 5.736 -0.068
H: -3.581 5.321 -1.067
H: -3.636 4.815 0.627
H: -5.521 3.777 -1.582
H: -5.619 3.316 0.124
H: -2.771 3.213 -2.742
H: -4.310 2.454 -3.204
H: -1.871 1.292 -3.756
H: -3.386 0.429 -3.629
H: -2.325 -2.207 0.239
H: 0.283 1.632 -3.524
H: 1.148 2.629 -2.335
H: -0.612 2.815 -2.504

***

Arrangement b

Here is a structure of composition C20H32F3IrN5O8S3 from the Open Molecules 2025 dataset. Energies are from ωB97M-V with the def2-TZVPD basis set.

As for the gap between HOMO and LUMO (spin up / spin down): 7.894 / 5.790 eV. As for the multiplicity: 2. The net charge is +2. Its HOMO energy (spin up / spin down) is -0.5215 / -0.5214 Eh. The molar mass is 815.91 g mol⁻¹.

Positions of all 72 atoms, in Å:
Ir: -0.029 0.323 -0.736
F: 1.970 2.432 3.653
C: 3.057 2.136 2.916
F: 4.086 1.971 3.740
F: 3.305 3.186 2.126
C: 2.797 0.896 2.096
C: 3.509 -0.280 2.264
C: 3.203 -1.406 1.506
C: 2.169 -1.342 0.597
N: 1.491 -0.199 0.453
C: 1.781 0.919 1.151
S: 0.660 2.126 0.600
H: 4.309 -0.316 2.992
H: 3.758 -2.324 1.629
H: 1.866 -2.171 -0.027
C: -4.622 0.097 0.555
C: -3.748 0.013 1.794
S: -2.180 0.845 1.524
O: -1.459 -0.211 0.621
C: -1.445 0.668 3.163
C: -1.795 1.872 4.025
H: -5.572 -0.397 0.750
H: -4.154 -0.411 -0.288
H: -4.833 1.132 0.285
H: -3.503 -1.013 2.074
H: -4.199 0.512 2.654
H: -0.375 0.607 2.975
H: -1.785 -0.279 3.584
H: -1.361 2.784 3.618
H: -1.396 1.720 5.026
H: -2.873 2.009 4.121
O: -3.088 0.500 -2.805
N: -2.704 1.461 -2.260
O: -1.690 1.746 -1.676
C: 3.354 1.494 -3.410
C: 2.303 1.767 -2.369
O: 1.432 0.592 -2.226
H: 3.979 2.380 -3.527
H: 2.910 1.265 -4.379
H: 4.002 0.666 -3.122
H: 1.633 2.578 -2.649
H: 2.731 1.988 -1.391
H: 1.951 -0.241 -2.357
C: 4.275 -4.342 -1.818
C: 3.537 -4.373 -3.147
S: 2.970 -2.753 -3.608
O: 4.037 -1.984 -4.177
O: 2.276 -2.151 -2.463
C: 1.797 -3.013 -4.954
C: 0.346 -3.428 -4.674
N: -0.217 -2.861 -3.441
C: -0.399 -1.547 -3.220
N: -0.698 -1.328 -1.938
C: -0.766 -2.545 -1.321
C: -0.449 -3.497 -2.229
N: -0.212 -4.882 -1.910
O: -0.596 -5.243 -0.824
O: 0.380 -5.574 -2.722
C: -0.341 -0.515 -4.284
H: 4.638 -5.343 -1.596
H: 3.613 -4.030 -1.011
H: 5.134 -3.672 -1.858
H: 2.660 -5.024 -3.120
H: 4.187 -4.680 -3.968
H: 2.251 -3.747 -5.620
H: 1.866 -2.057 -5.476
H: 0.266 -4.503 -4.590
H: -0.271 -3.108 -5.513
H: -0.979 -2.653 -0.272
H: -1.073 -0.743 -5.063
H: 0.643 -0.449 -4.743
H: -0.571 0.459 -3.865

***

The winner here is arrangement b, beating the second structure by 0.797 eV.

***

Arrangement a

Here is a cluster of 2 separate species, C3H10N3S in total from the Open Molecules 2025 dataset. Energies are from ωB97M-V with the def2-TZVPD basis set.

As for the gap between HOMO and LUMO: 9.839 eV. As for the multiplicity: 1. The net charge is +1. Its HOMO energy is -0.4951 Eh. The molar mass is 120.20 g mol⁻¹.

Positions of all 17 atoms, in Å:
C: 0.455 -0.630 -0.630
C: 2.232 -2.317 -0.386
C: 1.615 -1.344 -1.211
N: -2.205 1.404 0.725
N: 0.050 0.103 0.370
N: -1.881 2.736 0.457
S: -0.186 -1.674 -1.787
H: 2.848 -2.917 -0.894
H: 2.878 -1.687 0.314
H: 1.469 -2.648 0.321
H: 2.208 -0.916 -2.012
H: 0.882 0.305 0.879
H: -2.620 1.393 1.788
H: -1.051 0.554 0.595
H: -2.603 3.414 0.319
H: -1.304 3.166 1.183
H: -2.787 1.056 -0.031

***

Arrangement b

Here is a cluster of 2 separate species, C3H10N3S in total from the Open Molecules 2025 dataset. Energies are from ωB97M-V with the def2-TZVPD basis set.

As for the gap between HOMO and LUMO (spin up / spin down): 7.886 / 7.003 eV. As for the multiplicity: 1. The net charge is +1. Its HOMO energy (spin up / spin down) is -0.4891 / -0.4669 Eh. The molar mass is 120.20 g mol⁻¹.

Positions of all 17 atoms, in Å:
C: 1.428 0.072 0.060
C: -1.909 -0.138 -1.095
C: -1.361 -0.837 0.116
N: 2.236 0.603 0.968
N: -0.771 0.042 1.078
N: 1.877 -0.278 -1.122
S: -1.337 1.510 1.306
H: -1.037 0.140 -1.693
H: -2.618 -0.699 -1.491
H: -2.344 0.847 -0.798
H: -2.009 -1.478 0.843
H: -0.615 -1.637 -0.191
H: 1.792 0.548 1.868
H: 3.243 0.683 0.732
H: 2.879 -0.249 -1.409
H: 1.230 -0.944 -1.686
H: -0.683 1.815 2.513

***

Arrangement c

Here is a cluster of 2 separate species, C3H10N3S in total from the Open Molecules 2025 dataset. Energies are from ωB97M-V with the def2-TZVPD basis set.

As for the gap between HOMO and LUMO: 6.819 eV. As for the multiplicity: 1. The net charge is +1. Its HOMO energy is -0.4524 Eh. The molar mass is 120.20 g mol⁻¹.

Positions of all 17 atoms, in Å:
C: -1.222 0.002 0.062
C: 2.111 -1.180 0.160
C: 1.738 0.117 -0.409
N: -2.129 -0.924 0.272
N: -1.532 1.268 -0.046
N: -2.808 1.880 0.037
S: 2.033 1.599 0.304
H: 2.113 -1.172 1.248
H: 3.126 -1.441 -0.166
H: 1.461 -1.970 -0.212
H: 1.340 0.168 -1.412
H: -1.850 -1.887 0.353
H: -0.804 1.946 -0.227
H: -3.126 -0.748 0.358
H: -3.291 1.622 0.893
H: -3.388 1.657 -0.767
H: 2.553 1.149 1.464

***

The winner here is arrangement a, beating the second structure by 0.201 eV.

***

Arrangement a

Here is the ion C2H8N5 with charge +1 from the Open Molecules 2025 dataset. Energies are from ωB97M-V with the def2-TZVPD basis set.

As for the gap between HOMO and LUMO (spin up / spin down): 8.943 / 8.943 eV. As for the multiplicity: 1. The net charge is +1. Its HOMO energy (spin up / spin down) is -0.5027 / -0.5027 Eh. The molar mass is 102.12 g mol⁻¹.

Positions of all 15 atoms, in Å:
N: 2.733 -0.526 -0.131
N: 1.914 0.465 0.152
N: 0.640 0.071 0.181
C: -0.373 1.105 0.222
C: -1.737 0.369 -0.212
N: -1.474 -1.064 -0.098
N: 0.005 -1.101 -0.086
H: 2.306 -1.473 -0.380
H: 3.696 -0.394 -0.316
H: -0.165 1.927 -0.473
H: -0.374 1.840 1.023
H: -2.604 0.694 0.250
H: -1.718 0.687 -1.304
H: -1.704 -1.391 0.802
H: 0.447 -1.861 0.477

***

Arrangement b

Here is the ion C2H8N5 with charge +1 from the Open Molecules 2025 dataset. Energies are from ωB97M-V with the def2-TZVPD basis set.

As for the gap between HOMO and LUMO (spin up / spin down): 8.170 / 8.171 eV. As for the multiplicity: 1. The net charge is +1. Its HOMO energy (spin up / spin down) is -0.4704 / -0.4704 Eh. The molar mass is 102.12 g mol⁻¹.

Positions of all 15 atoms, in Å:
N: 0.657 2.065 -0.226
N: 1.345 0.927 -0.232
C: 0.817 -0.316 0.100
N: 1.694 -1.359 0.081
C: -0.552 -0.655 0.049
N: -1.577 0.210 0.130
N: -2.770 -0.313 -0.157
H: 1.222 2.857 0.099
H: -0.107 1.884 0.511
H: 2.320 1.073 -0.679
H: 1.297 -2.315 0.214
H: 2.649 -1.249 0.164
H: -0.814 -1.656 -0.031
H: -3.551 0.197 0.216
H: -2.630 -1.350 -0.239

***

Arrangement c

Here is the ion C2H8N5 with charge +1 from the Open Molecules 2025 dataset. Energies are from ωB97M-V with the def2-TZVPD basis set.

As for the gap between HOMO and LUMO (spin up / spin down): 8.519 / 8.560 eV. As for the multiplicity: 1. The net charge is +1. Its HOMO energy (spin up / spin down) is -0.5290 / -0.5059 Eh. The molar mass is 102.12 g mol⁻¹.

Positions of all 15 atoms, in Å:
C: 0.475 -1.546 -0.435
C: -0.918 0.246 -1.364
N: 0.333 -0.892 0.842
N: -0.972 0.806 -0.039
N: 0.148 -0.622 -1.401
N: 0.818 1.292 1.379
N: 0.243 0.431 0.501
H: 1.510 -1.875 -0.599
H: -0.149 -2.451 -0.512
H: -1.856 -0.274 -1.620
H: -0.781 1.019 -2.130
H: 0.955 -1.118 1.610
H: -1.256 1.770 0.102
H: 0.963 0.966 2.330
H: 0.487 2.248 1.336

***

Arrangement d

Here is a cluster of 2 separate species, C2H8N5 in total from the Open Molecules 2025 dataset. Energies are from ωB97M-V with the def2-TZVPD basis set.

As for the gap between HOMO and LUMO (spin up / spin down): 5.423 / 5.421 eV. As for the multiplicity: 1. The net charge is +1. Its HOMO energy (spin up / spin down) is -0.4679 / -0.4679 Eh. The molar mass is 102.12 g mol⁻¹.

Positions of all 15 atoms, in Å:
C: 0.810 -1.925 0.011
C: -0.126 -1.975 -1.196
N: 0.371 -0.651 0.616
N: 0.602 0.144 -1.487
N: 0.095 -0.897 -2.032
N: -1.127 3.317 1.763
N: 0.385 0.281 -0.165
H: 0.575 -2.590 0.822
H: 1.754 -1.897 -0.463
H: 0.200 -2.906 -1.658
H: -1.180 -1.860 -0.776
H: -1.874 3.799 2.219
H: 0.917 1.013 -1.867
H: -1.112 2.370 2.128
H: -0.289 3.777 2.087

***

The winner here is arrangement b, beating the second structure by 2.358 eV.